# 1
# C25H24ClF5N5OSe2Ti

A structure of composition C25H24ClF5N5OSe2Ti (wB97M-V/def2-TZVPD, the Open Molecules 2025 dataset).

Element x y z (Å)
Ti -0.637 -0.628 0.632
Se 0.203 -3.164 0.857
Se -2.371 -2.424 2.096
C -3.406 -1.511 0.787
C -4.750 -1.741 0.520
C -5.373 -0.968 -0.441
C -4.647 0.004 -1.122
C -3.315 0.163 -0.812
N -2.713 -0.575 0.130
C 0.917 -2.281 2.388
C 1.807 -2.847 3.289
C 2.203 -2.097 4.385
C 1.695 -0.815 4.558
C 0.817 -0.323 3.613
N 0.444 -1.037 2.548
H -5.277 -2.514 1.059
H -6.420 -1.126 -0.667
H -5.102 0.622 -1.883
H -2.693 0.889 -1.320
H 2.162 -3.855 3.132
H 2.894 -2.513 5.106
H 1.970 -0.207 5.408
H 0.407 0.676 3.697
F -1.717 -2.287 -6.248
C -1.403 -1.890 -5.021
C -1.844 -2.598 -3.920
F -2.587 -3.686 -4.087
C -1.520 -2.186 -2.635
F -1.982 -2.926 -1.622
C -0.742 -1.061 -2.420
O -0.384 -0.602 -1.211
C -0.307 -0.369 -3.543
F 0.451 0.731 -3.389
C -0.624 -0.764 -4.826
F -0.181 -0.069 -5.867
Cl -3.516 2.537 4.268
C -2.350 2.539 3.002
C -1.806 3.722 2.527
C -0.864 3.655 1.518
C -0.497 2.419 1.013
N -1.045 1.283 1.465
C -1.952 1.341 2.449
H -2.117 4.670 2.948
H -0.405 4.549 1.120
H 0.268 2.312 0.252
H -2.364 0.403 2.805
C 3.405 2.407 -1.866
C 3.413 1.135 -1.032
C 3.890 -0.040 -1.890
C 4.311 1.309 0.186
N 2.004 0.960 -0.583
N 1.789 -0.194 0.253
H 4.385 2.578 -2.312
H 3.151 3.272 -1.250
H 2.678 2.337 -2.679
H 4.921 0.113 -2.213
H 3.271 -0.145 -2.785
H 3.878 -0.988 -1.346
H 5.278 1.708 -0.121
H 4.512 0.366 0.702
H 3.869 2.011 0.897
H 1.428 0.782 -1.402
H 2.320 -0.041 1.103
H 2.167 -1.025 -0.200

Cartesian forces, eV/Å:
1.24 -0.82 0.03
-0.05 -0.05 0.05
-0.11 0.22 -0.04
0.03 -0.13 0.01
0.00 -0.10 0.08
-0.08 0.01 -0.04
-0.01 0.00 0.01
0.05 -0.02 0.03
-0.48 -0.07 -0.26
-0.17 -0.08 0.05
0.06 -0.05 0.08
0.01 -0.02 0.00
0.00 -0.01 0.00
0.06 0.03 -0.05
0.13 0.00 0.14
0.00 0.01 -0.02
0.02 0.00 0.00
-0.01 -0.01 0.01
0.01 0.01 0.00
0.00 0.01 0.00
-0.01 0.00 -0.01
0.01 -0.02 -0.01
-0.01 0.00 -0.01
0.00 0.00 0.00
-0.04 -0.07 -0.04
-0.03 -0.04 0.04
-0.02 -0.01 0.00
-0.21 -0.34 -0.36
0.08 0.13 0.27
0.24 0.53 0.74
-0.23 -0.05 -0.79
0.06 0.13 -0.44
-0.01 -0.01 0.13
0.04 0.03 0.00
0.00 0.02 -0.02
0.02 0.02 -0.02
-0.04 -0.01 0.08
-0.06 0.15 0.06
0.11 -0.05 -0.11
0.02 0.02 0.02
-0.10 0.55 0.28
-0.07 0.05 0.00
0.01 -0.02 -0.01
-0.02 0.00 0.03
0.00 0.01 -0.02
-0.02 -0.02 -0.03
-0.02 0.11 -0.06
-0.10 -0.09 -0.07
0.00 -0.05 -0.03
0.08 0.04 0.09
0.06 -0.24 0.11
-0.31 0.37 -0.08
-0.01 -0.01 0.02
-0.01 -0.02 -0.01
0.02 -0.01 0.02
-0.02 0.04 0.01
0.01 0.01 0.02
-0.01 0.01 0.01
-0.01 -0.02 0.00
-0.05 0.00 -0.02
0.00 0.01 -0.04
-0.01 0.12 0.03
-0.02 -0.02 0.04
-0.01 -0.14 0.10

The gap between HOMO and LUMO (spin up / spin down) is 7.4 / 6.6 eV. Its total charge is +1. The expectation value of S² is 2.009. As for the HOMO energy (spin up / spin down): -10.39 / -11.27 eV. As for the spin multiplicity: 3.

# 2
# C25H24ClNOPSc

A structure of composition C25H24ClNOPSc (wB97M-V/def2-TZVPD, the Open Molecules 2025 dataset).

Element x y z (Å)
Sc 1.316 -0.915 0.443
Cl 2.411 -0.267 2.350
C -0.485 -1.763 0.951
O -1.479 -2.121 1.438
P -0.485 0.935 -0.374
C -1.677 0.907 -1.790
C -1.580 1.351 1.047
C 0.394 2.542 -0.614
C -1.110 2.162 2.094
C -1.914 2.405 3.208
C -3.184 1.826 3.307
C -3.650 1.013 2.271
C -2.852 0.772 1.148
H -0.092 2.567 2.047
H -1.545 3.049 4.010
H -3.826 2.045 4.167
H -4.637 0.549 2.342
H -3.201 0.105 0.357
C -2.129 -0.335 -2.278
C -3.011 -0.401 -3.360
C -3.505 0.771 -3.940
C -3.094 2.010 -3.441
C -2.174 2.080 -2.386
H -1.772 -1.259 -1.824
H -3.338 -1.364 -3.767
H -4.223 0.721 -4.764
H -3.497 2.924 -3.883
H -1.840 3.050 -2.026
C -0.230 3.791 -0.435
C 0.489 4.977 -0.631
C 1.843 4.925 -0.972
C 2.466 3.687 -1.145
C 1.750 2.497 -0.996
H -1.274 3.835 -0.118
H -0.005 5.945 -0.503
H 2.403 5.852 -1.113
H 3.528 3.666 -1.403
H 2.244 1.528 -1.155
H 0.201 -1.625 -1.782
H 0.732 -1.250 -2.185
N 2.240 -2.891 -0.374
C 2.706 -3.915 0.556
C 1.741 -4.594 1.315
C 2.212 -5.524 2.255
C 3.583 -5.726 2.418
C 4.517 -5.001 1.662
C 4.062 -4.077 0.717
H 1.506 -3.321 -0.955
H 3.008 -2.646 -1.019
H 0.680 -4.382 1.175
H 1.485 -6.094 2.851
H 3.942 -6.436 3.157
H 5.592 -5.141 1.809
H 4.759 -3.441 0.138

Cartesian forces, eV/Å:
4.34 1.48 -0.44
-0.76 -0.35 -1.04
-8.30 -3.22 3.87
4.88 1.67 -2.59
-1.54 2.51 -0.23
-0.09 -0.89 -0.42
0.06 -0.40 0.51
0.78 -0.33 -0.09
0.28 -0.29 0.08
-0.02 0.00 0.05
0.03 0.23 -0.28
0.03 -0.13 -0.08
0.04 -0.14 0.13
-0.49 -0.01 0.08
-0.10 -0.23 -0.28
0.34 -0.18 -0.34
0.35 0.20 -0.06
-0.09 0.30 0.18
0.02 0.37 -0.22
-0.19 -0.06 -0.03
0.15 0.04 0.29
0.13 -0.17 0.21
0.05 -0.10 0.01
-0.18 0.08 -0.12
0.19 0.33 0.31
0.35 -0.01 0.30
0.24 -0.25 0.21
-0.16 -0.23 -0.24
0.14 -0.01 0.12
-0.07 -0.34 0.04
-0.22 -0.23 -0.04
0.30 -0.03 -0.15
-0.39 0.39 0.35
0.35 0.05 -0.06
0.14 -0.40 -0.03
-0.14 -0.38 0.08
-0.37 -0.08 0.05
-0.03 0.34 -0.03
0.52 0.27 -0.41
-0.29 -0.33 0.28
-0.60 0.62 -0.72
-0.68 0.21 0.73
1.09 -0.04 0.08
-0.53 0.08 -0.17
0.27 0.26 -0.20
-0.29 -0.05 0.06
0.62 0.10 0.10
0.48 0.13 -0.03
-0.37 -0.28 0.19
0.18 -0.28 0.04
0.48 0.31 -0.28
-0.11 0.07 -0.13
-0.46 0.01 -0.03
-0.35 -0.60 0.37

The gap between HOMO and LUMO is 5.7 eV. Its total charge is +2. As for the HOMO energy: -14.72 eV. As for the spin multiplicity: 1.

# 3
# C25H24FGaN4O6S6

A structure of composition C25H24FGaN4O6S6 (wB97M-V/def2-TZVPD, the Open Molecules 2025 dataset).

Element x y z (Å)
Ga -0.810 -3.414 -1.484
C 3.688 2.555 0.355
C 3.240 2.332 -1.083
N 2.107 1.397 -1.179
C 2.366 0.092 -1.383
C 1.425 -0.885 -1.504
C 1.935 -2.292 -1.737
O 3.134 -2.450 -1.810
O 1.039 -3.212 -1.852
C 0.056 -0.535 -1.422
O -0.897 -1.328 -1.528
C -0.234 0.876 -1.157
C -1.557 1.287 -1.015
C -1.841 2.594 -0.750
F -3.134 2.974 -0.671
C -0.833 3.549 -0.579
C 0.476 3.143 -0.723
C 0.798 1.816 -1.031
N -1.082 4.911 -0.241
C -2.338 5.248 0.412
C -2.205 6.599 1.086
N -1.855 7.625 0.037
C -0.574 7.252 -0.662
C -0.742 5.878 -1.276
H 4.528 3.250 0.384
H 4.010 1.613 0.801
H 2.880 2.959 0.969
H 4.051 1.909 -1.669
H 2.958 3.267 -1.566
H 3.408 -0.201 -1.449
H -2.354 0.560 -1.134
H 1.255 3.871 -0.543
H -2.565 4.513 1.180
H -3.186 5.273 -0.286
H -1.400 6.599 1.817
H -3.136 6.897 1.562
H -1.786 8.555 0.447
H -2.609 7.651 -0.652
H 0.207 7.241 0.094
H -0.353 8.008 -1.411
H 0.195 5.604 -1.752
H -1.512 5.915 -2.064
S -5.971 -8.267 -1.502
C -4.781 -7.142 -1.534
S -3.094 -7.517 -1.584
C -2.482 -5.878 -1.624
C -3.410 -4.909 -1.584
S -3.100 -3.189 -1.649
S -5.074 -5.438 -1.509
S -0.751 -5.664 -1.752
N -0.759 -3.152 0.648
C 0.209 -3.960 1.376
C 1.507 -3.497 1.494
C 2.443 -4.240 2.200
C 2.070 -5.437 2.790
C 0.770 -5.912 2.640
C -0.165 -5.175 1.927
S 3.223 -6.317 3.862
O 4.518 -5.729 3.556
O 2.719 -6.000 5.191
O 3.077 -7.712 3.485
H -1.705 -3.343 0.959
H -0.566 -2.173 0.822
H 1.785 -2.546 1.040
H 3.466 -3.903 2.313
H 0.502 -6.857 3.099
H -1.182 -5.536 1.802

Cartesian forces, eV/Å:
-0.20 -0.31 0.79
-0.06 -0.05 -0.01
-0.03 -0.02 0.22
0.11 0.13 -0.06
0.08 0.05 0.05
0.01 -0.02 0.03
0.00 0.07 -0.03
-0.02 -0.05 -0.05
0.03 -0.11 -0.17
0.25 0.24 0.03
-0.40 0.04 -0.12
0.15 0.02 -0.02
-0.17 -0.09 -0.01
-0.03 -0.07 -0.09
-0.09 0.04 0.00
-0.01 0.02 0.10
0.22 0.06 0.04
0.01 -0.04 0.00
-0.07 0.14 -0.11
0.14 0.06 -0.03
-0.02 -0.11 0.03
0.11 -0.15 0.06
0.04 -0.04 -0.03
-0.16 -0.09 0.08
-0.03 -0.02 0.00
-0.01 0.05 -0.01
0.05 -0.02 -0.02
0.01 -0.04 -0.04
-0.01 -0.01 -0.06
-0.01 0.00 -0.05
0.04 0.03 -0.01
-0.03 -0.03 0.01
-0.03 -0.04 0.00
-0.02 -0.01 0.02
0.04 0.06 0.00
-0.03 0.07 -0.02
0.01 0.06 0.04
-0.06 0.06 -0.04
-0.01 0.05 0.06
-0.07 0.05 -0.01
0.03 -0.04 -0.03
0.01 0.00 -0.03
-0.05 -0.05 0.01
0.08 0.09 0.00
0.00 -0.01 -0.02
0.15 -0.22 -0.01
-0.25 0.13 -0.01
0.12 0.10 -0.18
-0.01 0.00 -0.01
0.01 0.07 -0.07
0.42 -0.28 -0.37
0.05 0.05 0.12
0.04 0.09 -0.03
-0.08 -0.01 -0.02
-0.05 -0.01 0.10
0.09 0.12 -0.04
-0.08 -0.06 0.00
0.10 -0.08 0.11
-0.06 0.04 -0.05
-0.02 0.03 -0.07
-0.05 0.05 -0.04
-0.11 -0.01 0.00
-0.13 0.09 0.08
0.02 -0.07 0.03
-0.04 -0.02 0.01
0.01 0.04 -0.04
0.06 -0.01 0.02

The gap between HOMO and LUMO is 3.8 eV. As for the HOMO energy: -6.49 eV. As for the spin multiplicity: 1.

# 4
# C25H24N7OS3Sm

A structure of composition C25H24N7OS3Sm (wB97M-V/def2-TZVPD, the Open Molecules 2025 dataset).

Element x y z (Å)
Sm -0.127 0.372 0.907
N -2.623 4.310 2.334
C -2.065 3.218 1.706
S -1.864 1.812 2.700
N -1.811 3.393 0.445
N -1.096 2.428 -0.223
C -1.234 2.503 -1.499
C -0.489 1.737 -2.478
C -0.911 1.764 -3.809
C -0.219 1.116 -4.816
C 0.943 0.418 -4.487
C 1.380 0.360 -3.177
C 0.689 1.011 -2.122
O 1.128 0.959 -0.911
H -3.166 4.106 3.154
H -2.981 5.020 1.714
H -1.949 3.228 -1.893
H -1.812 2.321 -4.046
H -0.561 1.160 -5.843
H 1.513 -0.079 -5.264
H 2.297 -0.162 -2.924
N 1.379 -1.664 -0.028
C 2.223 -2.371 0.845
C 2.162 -3.762 0.880
C 2.976 -4.494 1.727
C 3.873 -3.835 2.552
C 3.925 -2.449 2.529
C 3.106 -1.690 1.696
C 3.187 -0.200 1.771
C 4.456 0.372 1.666
C 4.638 1.734 1.849
C 3.541 2.514 2.180
C 2.281 1.934 2.263
C 2.025 0.566 2.039
H 0.964 -2.243 -0.741
H 1.789 -0.817 -0.419
H 1.451 -4.265 0.232
H 2.907 -5.575 1.747
H 4.521 -4.397 3.214
H 4.599 -1.924 3.195
H 5.307 -0.256 1.420
H 5.621 2.179 1.746
H 3.669 3.576 2.364
H 1.456 2.589 2.549
C -5.572 -0.937 0.901
C -4.637 0.177 0.417
C -3.534 -0.333 -0.438
N -2.292 -0.290 -0.108
N -1.433 -0.797 -1.031
C -2.025 -1.262 -2.076
N -1.376 -1.836 -3.135
S -3.768 -1.105 -2.004
H -6.342 -0.521 1.552
H -5.005 -1.685 1.454
H -6.060 -1.429 0.056
H -4.158 0.664 1.268
H -5.214 0.927 -0.132
H -0.453 -1.439 -3.288
H -1.923 -1.884 -3.977
S -2.169 -2.956 2.056
C -1.134 -1.817 1.741

Cartesian forces, eV/Å:
-0.28 -0.73 0.69
-0.07 0.10 -0.03
-0.06 -0.26 -0.07
0.25 -0.04 0.03
-0.22 0.60 -0.14
-0.36 0.03 -0.02
0.10 0.12 0.16
0.19 -0.26 -0.08
0.00 0.07 0.12
-0.03 -0.07 -0.14
-0.06 0.02 0.05
0.08 0.03 0.05
0.05 0.16 -0.38
0.09 -0.05 -0.33
0.01 0.00 0.03
0.00 -0.03 0.00
0.04 0.09 0.07
0.02 0.02 -0.01
-0.01 0.02 0.03
0.00 -0.01 0.01
-0.01 0.00 0.02
0.30 0.26 0.32
0.09 -0.08 0.11
-0.09 0.02 -0.07
0.01 0.01 0.02
0.05 -0.04 0.01
-0.03 -0.03 -0.04
-0.03 -0.03 -0.03
-0.14 -0.03 0.13
0.01 0.00 -0.02
-0.05 0.03 0.03
0.09 0.07 0.03
-0.17 -0.19 0.11
0.82 0.26 -0.05
-0.14 0.02 -0.03
0.19 -0.14 -0.21
0.01 -0.02 0.01
-0.02 0.00 -0.03
-0.02 0.03 0.02
0.00 0.01 0.00
0.00 -0.01 0.02
0.01 -0.02 0.00
-0.02 0.00 -0.01
-0.05 -0.01 -0.15
0.12 0.06 -0.07
-0.20 -0.10 0.12
0.17 -0.25 -0.07
-0.89 0.34 -0.42
0.08 -0.21 -0.35
-0.43 0.04 0.10
0.02 0.01 -0.01
0.32 0.05 0.24
-0.01 -0.02 -0.01
-0.02 -0.02 0.00
-0.03 -0.03 0.04
0.03 0.06 -0.04
0.07 0.05 0.00
0.01 0.02 -0.01
0.07 0.04 -0.08
-0.09 -0.20 -0.12
0.22 0.23 0.44

The gap between HOMO and LUMO (spin up / spin down) is 4.4 / 6.9 eV. Its total charge is -1. The expectation value of S² is 6.289. As for the HOMO energy (spin up / spin down): -2.24 / -4.82 eV. As for the spin multiplicity: 5.

no.,electronic energy (a.u.),maximum force (hartree/bohr)
1,-7927.80371,0.0288
2,-2658.78331,0.1888
3,-6051.34866,0.0170
4,-3278.14800,0.0202